[1]
DFT (ωB97M-V/def2-TZVPD) results for a single C5H13NO3 molecule in a non-equilibrium geometry.

The structure (SMILES) is C[C@@H](O)[C@H](O)[C@H](N)CO. The total charge is 0. The LUMO energy is 0.0256 Eh. For the HOMO energy, the calculation gives -9.0 eV. The calculation puts the energy relative to the best compared isomer or geometry (same formula, charge and spin) at 43.29 kcal per mole.

```
22
Properties=species:S:1:pos:R:3:mulliken_charge:R:1
C 2.40995 0.33424 0.39834 -1.547
C 1.47532 0.39584 -0.78959 0.579
O 2.11768 -0.27149 -1.88097 -0.605
C -0.06200 -0.22481 -0.71173 -0.120
O -0.79574 0.45063 -1.71999 -0.607
C -0.57224 -0.15475 0.71121 -0.014
N -0.21205 -1.28286 1.53764 -0.636
C -2.26757 -0.06075 0.60399 -0.723
O -2.62629 1.20220 0.02465 -0.552
H 3.39196 0.74725 0.13777 0.397
H 2.03240 0.92538 1.23679 0.367
H 2.59324 -0.69793 0.71214 0.314
H 1.36476 1.44304 -1.09244 0.183
H 1.48675 -0.23038 -2.62344 0.343
H 0.00276 -1.26868 -1.03814 0.212
H -1.41323 1.07985 -1.27840 0.446
H -0.28292 0.78407 1.19101 0.365
H -0.43380 -2.17093 1.09099 0.286
H 0.76977 -1.29942 1.79690 0.279
H -2.70469 -0.87108 0.01159 0.296
H -2.67779 -0.10524 1.61836 0.420
H -3.59626 1.27582 0.06329 0.317
```

***

[2]
DFT (ωB97M-V/def2-TZVPD) results for a 2-piece molecular cluster, C5H13NO3Si overall in a non-equilibrium geometry.

The total charge is 0. The LUMO energy (alpha / beta) is -0.0070 / -0.0074 Eh. For the HOMO energy (alpha / beta), the calculation gives -8.1 / -8.1 eV. The calculation puts the energy relative to the best compared isomer or geometry (same formula, charge and spin) at 199.66 kcal per mole.

```
23
Properties=species:S:1:pos:R:3:mulliken_charge:R:1
C 2.60946 -1.70192 -0.00687 -0.542
C -1.37239 -0.47579 -1.89212 -1.130
C -1.84389 -1.07588 1.33671 -1.056
C -0.84479 1.73196 0.13782 -0.973
C 3.61153 0.64507 0.20455 -0.311
N 1.32965 -1.66632 0.04736 0.519
O 0.59881 -2.56198 -0.33224 -0.686
O 2.88489 1.40290 -0.59206 -0.436
O 0.77425 -0.38756 0.18468 -0.169
Si -0.86155 -0.15758 -0.11798 0.574
H 3.09179 -2.68543 -0.09749 0.311
H -2.12774 -1.19176 -2.00782 0.414
H -1.73304 0.43184 -2.32117 0.356
H -0.48672 -1.07348 -2.32390 0.295
H -1.66196 -2.19213 1.10317 0.266
H -1.68925 -0.81665 2.35614 0.348
H -2.96309 -1.07442 1.07383 0.300
H 0.15455 2.08306 -0.41617 0.169
H -1.66668 2.16402 -0.50334 0.299
H -0.85679 2.26829 1.11802 0.290
H 3.27091 0.43721 1.18627 0.360
H 4.61361 0.39347 -0.05988 0.345
H 1.84539 1.14459 -0.49037 0.455
```